1.
This record from OMol25 describes 2 unconnected molecules or ions with the total composition C7H14. The level of theory is ωB97M-V/def2-TZVPD.

Last column: Mulliken charge in e.
Geometry (Å):
C1 -0.345 -1.636 -1.538  -0.8936
C2 0.446 -0.419 -1.915  0.0957
C3 -0.018 0.604 -2.627  -0.7259
C4 1.867 0.533 0.924  -0.9162
C5 0.943 0.051 1.750  0.0052
C6 -0.302 0.797 2.146  -0.4407
C7 -1.498 0.384 1.282  -0.8987
H1 -1.358 -1.598 -1.951  0.2797
H2 0.141 -2.553 -1.890  0.3318
H3 -0.422 -1.710 -0.446  0.1394
H4 1.467 -0.381 -1.542  0.2550
H5 -1.029 0.610 -3.026  0.2457
H6 -1.273 0.559 0.224  0.1072
H7 0.601 1.473 -2.841  0.2620
H8 2.731 -0.050 0.619  0.3507
H9 1.776 1.534 0.502  0.2530
H10 1.050 -0.966 2.136  0.3101
H11 -0.526 0.620 3.205  0.2841
H12 -0.129 1.875 2.033  0.3042
H13 -2.397 0.953 1.542  0.3647
H14 -1.727 -0.681 1.410  0.2865

Its SMILES is C=CCC.C=CC. The max |F| is 0.21 eV/Å. For the HOMO energy, the calculation gives -9.41 eV. The frontier orbital gap comes out at 10.55 eV. Its charge is 0. The energy above the lowest of the compared OMol25 structures with the same formula, charge and spin is 38.0 kcal/mol.


2.
This record from OMol25 describes 3 unconnected molecules or ions with the total composition C2H11NO3 in a non-equilibrium geometry. The level of theory is ωB97M-V/def2-TZVPD.

Last column: Mulliken charge in e.
Geometry (Å):
C1 0.708 0.680 0.278  -0.5988
O1 -0.528 1.482 1.246  -0.6974
C2 0.975 -0.794 0.200  -0.1386
N1 2.315 -0.628 -0.412  -0.5651
H1 0.503 1.129 -0.675  0.3639
H2 1.372 1.311 0.848  0.3299
H3 -0.828 2.222 0.708  0.3404
H4 1.036 -1.323 1.135  0.2787
H5 0.297 -1.288 -0.481  0.3176
H6 3.040 -0.687 0.280  0.2194
H7 2.502 -1.393 -1.057  0.2330
H8 -1.906 -0.055 -0.891  0.3582
H9 -2.432 0.107 -2.339  0.2989
O2 -1.629 0.174 -1.807  -0.6516
H10 -2.568 -0.647 1.186  0.2204
H11 -1.157 0.319 0.981  0.4804
O3 -1.701 -0.610 0.800  -0.7890

Its SMILES is NCCO.O.O. The max |F| is 3.90 eV/Å. For the HOMO energy, the calculation gives -10.06 eV. The frontier orbital gap comes out at 10.86 eV. Its charge is 0. The energy above the lowest of the compared OMol25 structures with the same formula, charge and spin is 50.2 kcal/mol.


3.
This record from OMol25 describes a molecular structure, C5H12NOS in a non-equilibrium geometry. The level of theory is ωB97M-V/def2-TZVPD.

Last column: Mulliken charge in e.
Geometry (Å):
C1 -1.420 -1.258 0.206  -0.4510
C2 1.623 1.584 -0.269  -1.2039
C3 3.007 0.008 1.219  -0.8332
C4 -2.038 -0.680 -0.975  -0.1126
C5 2.067 0.268 0.377  0.9237
N1 -2.515 0.663 -0.695  -0.6537
O1 -1.539 -0.741 1.413  -0.4288
S1 0.964 -1.048 -0.255  -0.2214
H1 2.080 1.470 -1.248  0.3413
H2 0.583 1.708 -0.448  0.2669
H3 1.867 2.547 0.153  0.3735
H4 3.379 -0.976 1.583  0.1749
H5 -1.107 -2.240 -0.050  0.6055
H6 3.636 0.717 1.788  0.2668
H7 -2.862 -1.402 -1.073  0.3745
H8 -1.489 -0.838 -1.852  0.4723
H9 -1.909 0.210 1.296  0.4440
H10 -3.458 0.733 -0.327  0.2345
H11 -2.359 1.426 -1.345  0.2018
H12 1.490 -2.151 0.502  0.2248

The max |F| is 4.05 eV/Å. For the HOMO energy, the calculation gives -12.98 eV. The frontier orbital gap comes out at 8.54 eV. Its charge is +1. The energy above the lowest of the compared OMol25 structures with the same formula, charge and spin is 48.0 kcal/mol.


4.
This record from OMol25 describes a molecular structure, C12H21N6PdSSi in a non-equilibrium geometry. The level of theory is ωB97M-V/def2-TZVPD.

Last column: Mulliken charge in e.
Geometry (Å):
Pd1 0.038 0.198 0.850  0.0892
C1 -2.489 2.965 0.663  -1.2805
C2 -1.253 3.022 -0.178  0.5102
C3 -1.018 4.039 -1.082  -0.6313
C4 0.158 4.026 -1.838  -0.4263
C5 1.069 2.995 -1.708  -0.5609
C6 0.772 1.992 -0.785  1.1622
N1 -0.336 2.060 -0.030  -0.1803
N2 1.432 0.857 -0.498  -0.2082
Si1 2.826 0.032 -1.239  -0.0335
C7 2.484 -1.743 -0.899  -0.9605
C8 2.928 0.317 -3.064  -1.0666
C9 4.336 0.612 -0.352  -0.9796
H1 -2.981 3.932 0.708  0.4040
H2 -2.241 2.633 1.672  0.2849
H3 -3.192 2.247 0.236  0.2308
H4 -1.735 4.839 -1.176  0.3820
H5 0.355 4.823 -2.541  0.4341
H6 1.966 2.953 -2.307  0.3079
H7 1.574 -2.053 -1.423  0.2156
H8 2.353 -1.898 0.181  0.2649
H9 3.292 -2.395 -1.224  0.3730
H10 1.951 0.236 -3.540  0.3642
H11 3.572 -0.456 -3.488  0.3898
H12 3.362 1.280 -3.328  0.3484
H13 4.211 0.489 0.724  0.2988
H14 4.520 1.667 -0.557  0.3425
H15 5.220 0.051 -0.659  0.3513
C10 -3.224 -4.420 1.227  -1.2343
C11 -2.739 -3.398 2.178  0.8826
N3 -2.920 -3.383 3.462  -0.6851
N4 -2.291 -2.250 3.887  0.1924
C12 -1.714 -1.565 2.902  0.5312
S1 -0.843 -0.114 3.033  -0.3613
N5 -2.004 -2.296 1.794  0.4556
N6 -1.600 -1.921 0.525  -0.8954
H16 -3.799 -5.159 1.778  0.3503
H17 -2.392 -4.922 0.731  0.3254
H18 -3.861 -3.974 0.464  0.3183
H19 -2.292 -2.001 4.863  0.1914
H20 -1.095 -2.671 0.069  0.2662
H21 -2.399 -1.644 -0.031  0.2365

The max |F| is 1.60 eV/Å. For the HOMO energy (spin up / spin down), the calculation gives -10.76 / -10.76 eV. The frontier orbital gap (spin up / spin down) comes out at 6.14 / 6.14 eV. Its charge is +1. The energy above the lowest of the compared OMol25 structures with the same formula, charge and spin is 7.4 kcal/mol.


5.
This record from OMol25 describes C5H12N2O in the gas phase in a non-equilibrium geometry. The level of theory is ωB97M-V/def2-TZVPD.

Last column: Mulliken charge in e.
Geometry (Å):
C1 1.178 -0.258 0.852  0.3755
C2 -0.167 -0.871 0.471  -0.4010
C3 1.365 1.185 1.124  -1.4927
C4 -1.976 -0.605 -1.215  -1.2893
C5 -1.477 0.204 -0.009  0.0352
N1 0.932 -0.767 -0.501  -0.0886
N2 1.477 -2.039 -0.781  -0.6542
O1 -2.311 0.582 1.025  -0.5217
H1 1.744 -0.841 1.609  0.4496
H2 -0.384 -1.850 0.792  0.4766
H3 2.160 1.224 1.818  0.3537
H4 0.376 1.672 1.448  0.2561
H5 1.536 1.941 0.385  0.3967
H6 -2.418 -1.558 -0.810  0.3246
H7 -1.169 -0.901 -1.934  0.2618
H8 -2.642 0.007 -1.770  0.4076
H9 -0.909 1.117 -0.436  0.3058
H10 2.343 -1.910 -1.277  0.2208
H11 0.740 -2.488 -1.357  0.2380
H12 -2.931 -0.128 1.343  0.3456

Its SMILES is C[C@@H](O)[C@@H]1[C@H](C)N1N. The max |F| is 5.34 eV/Å. For the HOMO energy, the calculation gives -8.01 eV. The frontier orbital gap comes out at 8.91 eV. Its charge is 0. The energy above the lowest of the compared OMol25 structures with the same formula, charge and spin is 108.4 kcal/mol.


6.
This record from OMol25 describes a molecular structure, C6H6CaO2 in a non-equilibrium geometry. The level of theory is ωB97M-V/def2-TZVPD.

Last column: Mulliken charge in e.
Geometry (Å):
C1 -1.172 0.967 -1.653  -0.4364
C2 -0.007 1.321 -1.190  0.6603
O1 1.018 1.739 -0.766  -0.6942
H1 -1.428 1.419 -2.617  0.3905
Ca1 3.132 1.342 -0.534  1.8281
O2 2.996 -0.318 0.875  -0.6684
C3 1.889 -0.955 1.216  -0.1045
C4 0.922 -1.479 1.706  0.1006
C5 -2.114 -0.249 0.320  -0.7801
C6 -2.076 0.011 -0.992  -0.0043
H2 3.785 -0.624 1.358  0.3550
H3 0.095 -1.951 2.205  0.4272
H4 -1.543 0.333 1.047  0.3196
H5 -2.763 -1.037 0.703  0.2465
H6 -2.737 -0.521 -1.678  0.3601

The max |F| is 2.62 eV/Å. For the HOMO energy, the calculation gives -15.79 eV. The frontier orbital gap comes out at 6.51 eV. Its charge is +2. The energy above the lowest of the compared OMol25 structures with the same formula, charge and spin is 64.6 kcal/mol.


7.
This record from OMol25 describes 2 unconnected molecules or ions with the total composition C5H9NO2S in a non-equilibrium geometry. The level of theory is ωB97M-V/def2-TZVPD.

Last column: Mulliken charge in e.
Geometry (Å):
C1 -1.793 0.095 -0.300  0.6806
C2 1.642 -1.236 -0.254  -0.6891
C3 2.147 0.058 -0.864  -0.3203
C4 0.585 0.361 1.271  -0.4452
C5 -1.680 1.423 0.289  -0.8095
N1 0.742 -0.890 0.831  -0.0539
O1 -2.509 -0.861 0.308  -0.4513
O2 -1.147 -0.296 -1.239  -0.5565
S1 1.708 1.368 0.373  -0.1049
H1 1.156 -1.808 -0.947  0.2728
H2 2.526 -1.786 0.101  0.3556
H3 3.310 0.011 -0.976  0.3308
H4 1.576 0.265 -1.824  0.2694
H5 -2.337 1.562 1.092  0.4212
H6 -2.115 2.122 -0.441  0.2909
H7 -0.689 1.580 0.661  0.1787
H8 -3.022 -0.503 1.007  0.3025
H9 -0.099 -1.466 0.913  0.3282

The max |F| is 2.85 eV/Å. For the HOMO energy, the calculation gives -8.77 eV. The frontier orbital gap comes out at 9.44 eV. Its charge is 0. The energy above the lowest of the compared OMol25 structures with the same formula, charge and spin is 57.5 kcal/mol.


- What is the formula in the sixth record?
  C6H6CaO2